Entry 1:
Molecular formula: C22H19N3O3
Method: DFT, ωB97M-V/def2-TZVPD

Geometry as XYZ:
```
47
Properties=species:S:1:pos:R:3
C -3.45129 1.97657 2.76460
C -4.14971 1.16454 1.71685
C -3.68223 1.19375 0.40598
C -4.32686 0.45766 -0.57388
C -5.43810 -0.31641 -0.24791
C -5.91074 -0.35207 1.05083
C -5.25704 0.39459 2.02656
H -5.62229 0.36892 3.04302
C -7.10804 -1.17671 1.41370
H -7.90324 -0.53805 1.79596
H -6.85305 -1.89182 2.19453
H -7.48391 -1.72024 0.55113
H -5.91841 -0.88084 -1.03217
O -3.93334 0.40085 -1.89308
C -2.91205 1.26956 -2.31677
C -1.51656 0.90945 -1.78671
O -0.63030 1.73064 -1.72426
N -1.42559 -0.39944 -1.44416
C -0.34728 -1.09789 -0.89919
C 0.89602 -0.51230 -0.69844
C 1.92988 -1.26946 -0.15250
C 1.72791 -2.60616 0.19182
C 0.48701 -3.17804 -0.01109
C -0.54661 -2.43407 -0.55155
H -1.51684 -2.88490 -0.70629
H 0.31861 -4.21102 0.25264
H 2.54923 -3.16371 0.61046
C 3.23183 -0.67637 0.06276
N 4.26346 -1.28713 0.55746
C 5.26062 -0.35365 0.57796
N 6.50852 -0.48984 0.99530
C 7.25766 0.59082 0.89697
C 6.82767 1.82240 0.39787
C 5.52321 1.98240 -0.04366
C 4.73222 0.85629 0.05540
O 3.44074 0.62999 -0.26623
H 5.15090 2.91608 -0.43597
H 7.51731 2.65060 0.35758
H 8.27645 0.47154 1.24002
H 1.05813 0.51949 -0.96275
H -2.27680 -0.93856 -1.55917
H -3.12794 2.31330 -2.06014
H -2.88908 1.18312 -3.40834
H -2.81241 1.79084 0.17898
H -2.37170 1.87488 2.67285
H -3.75168 1.66704 3.76217
H -3.69762 3.03169 2.64464
```

The multiplicity is 1. For the energy above the lowest of the compared OMol25 structures with the same formula, charge and spin, the calculation gives 0.37 kcal/mol. As for the SMILES: Cc1cc(C)cc(OCC(=O)Nc2cccc(-c3nc4ncccc4o3)c2)c1. As for the total charge: 0. The lowest unoccupied orbital energy comes out at -0.029 eV. The total energy is -1239.77877 Ha. The HOMO energy is -8.48 eV. The value obtained for the frontier orbital gap is 8.448 eV.

Charges obtained by Mulliken population analysis, quoted in units of e:
1. C -1.56
2. C 0.54
3. C -0.29
4. C 0.61
5. C -1.03
6. C 0.91
7. C -0.79
8. H 0.37
9. C -1.47
10. H 0.33
11. H 0.34
12. H 0.35
13. H 0.38
14. O -0.57
15. C -0.66
16. C 0.57
17. O -0.65
18. N -0.02
19. C 0.54
20. C -0.20
21. C 0.09
22. C -0.71
23. C -0.85
24. C -0.67
25. H 0.42
26. H 0.38
27. H 0.52
28. C 0.68
29. N -0.63
30. C 0.38
31. N -0.62
32. C -0.44
33. C -0.28
34. C -1.06
35. C 0.93
36. O -0.36
37. H 0.45
38. H 0.37
39. H 0.40
40. H 0.80
41. H 0.13
42. H 0.43
43. H 0.36
44. H 0.52
45. H 0.36
46. H 0.38
47. H 0.33

---

Entry 2:
Molecular formula: C4H5ClN2
Method: DFT, ωB97M-V/def2-TZVPD

Geometry as XYZ:
```
12
Properties=species:S:1:pos:R:3
C 0.58745 -0.07702 1.71710
C 1.01303 -1.43328 1.34491
C -0.72289 -0.13755 1.56432
C -1.27299 -0.11929 -0.82943
N 0.03103 -2.10146 0.77099
N -1.13040 -1.32919 0.82376
Cl -1.96941 0.79768 2.19836
H 1.08284 0.73456 2.27860
H 1.97936 -1.81549 1.12263
H -0.29839 0.22701 -1.03110
H -1.99231 0.68071 -0.58528
H -1.56238 -0.93893 -1.52509
```

The multiplicity is 1. For the energy above the lowest of the compared OMol25 structures with the same formula, charge and spin, the calculation gives 97.20 kcal/mol. As for the total charge: 0. The lowest unoccupied orbital energy comes out at -0.465 eV. The total energy is -724.98070 Ha. The HOMO energy is -9.39 eV. The value obtained for the frontier orbital gap is 8.922 eV.

Charges obtained by Mulliken population analysis, quoted in units of e:
1. C -0.40
2. C -0.19
3. C 0.32
4. C -0.52
5. N -0.51
6. N -0.19
7. Cl -0.16
8. H 0.34
9. H 0.44
10. H 0.30
11. H 0.33
12. H 0.24

---

Entry 3:
Molecular formula: C3H9N2O3
Method: DFT, ωB97M-V/def2-TZVPD

Geometry as XYZ:
```
17
Properties=species:S:1:pos:R:3
N 2.18304 2.26507 -0.41919
C 1.20472 1.34472 -0.64501
O 1.57356 0.14086 -0.63491
O 0.04100 1.78843 -0.80527
H 1.97171 3.24022 -0.62424
H 3.10698 1.99925 -0.58101
C -1.72802 -0.40403 1.39734
N -1.22776 -0.51166 0.05254
C -0.50180 -1.72487 -0.18772
O -0.06173 -1.86033 -1.46278
H -2.48475 -1.17740 1.51889
H -2.22744 0.53549 1.53097
H -0.90595 -0.53009 2.08705
H -0.72365 0.38276 -0.26108
H 0.29097 -1.76850 0.54259
H -1.14830 -2.57319 0.03568
H 0.63745 -1.14674 -1.54382
```

The multiplicity is 2. For the energy above the lowest of the compared OMol25 structures with the same formula, charge and spin, the calculation gives 2.09 kcal/mol. As for the total charge: 0. The lowest unoccupied orbital energy (alpha / beta) comes out at 0.590 / -3.273 eV. The total energy is -454.88400 Ha. The HOMO energy (alpha / beta) is -9.29 / -9.22 eV. The value obtained for the frontier orbital gap (alpha / beta) is 9.879 / 5.950 eV.

Charges obtained by Mulliken population analysis, quoted in units of e:
1. N -0.47
2. C 0.78
3. O -0.84
4. O -0.81
5. H 0.22
6. H 0.23
7. C -0.85
8. N 0.13
9. C -0.37
10. O -0.57
11. H 0.33
12. H 0.34
13. H 0.35
14. H 0.29
15. H 0.36
16. H 0.41
17. H 0.46

---

Entry 4:
Molecular formula: C4H6O2
Method: DFT, ωB97M-V/def2-TZVPD

Geometry as XYZ:
```
12
Properties=species:S:1:pos:R:3
C -1.27895 -1.06236 -0.90033
C -0.84255 0.19158 0.04766
C 0.44247 -0.12682 0.88871
C 1.06930 0.93690 -0.12686
H -1.49533 -0.97175 -2.03766
H -1.44691 0.93247 0.65524
H 0.77117 -1.10760 0.88326
H 0.26887 0.28462 1.90739
H 1.62325 1.80002 0.38093
H 2.00599 0.23595 -0.53528
O -1.07126 -2.05035 -0.14323
O -0.04604 0.93734 -1.01985
```

The multiplicity is 1. For the energy above the lowest of the compared OMol25 structures with the same formula, charge and spin, the calculation gives 100.63 kcal/mol. As for the SMILES: O=C[C@H]1CCO1. As for the total charge: 0. The lowest unoccupied orbital energy comes out at 0.593 eV. The total energy is -306.34593 Ha. The HOMO energy is -9.65 eV. The value obtained for the frontier orbital gap is 10.245 eV.

Charges obtained by Mulliken population analysis, quoted in units of e:
1. C 0.00
2. C 0.27
3. C -0.74
4. C -0.31
5. H 0.28
6. H 0.33
7. H 0.32
8. H 0.27
9. H 0.29
10. H 0.19
11. O -0.49
12. O -0.42

---

Question: Which formula does entry 4 have?
Answer: C4H6O2

---

Question: What is the formula in the fourth record?
Answer: C4H6O2